Record 1
This record from the OMol25 dataset describes the molecule C6H6N2O2 at a distorted geometry. The level of theory is ωB97M-V/def2-TZVPD.

Values from the calculation:
SMILES string   C=C(c1ccc[nH]1)[N+](=O)[O-]
HOMO-LUMO gap   8.0 eV

Each line ends with the Löwdin charge.
Cartesian coordinates (Å):
C  1.129255  -1.694642  1.241571  0.121
C  1.132268  -0.650346  0.384727  -0.205
C  -0.126982  -0.135203  -0.066393  -0.233
C  -1.402243  -0.595184  -0.069213  -0.067
C  -2.238666  0.373826  -0.570979  -0.113
C  -1.506481  1.461255  -0.909727  -0.111
N  -0.220011  1.182372  -0.532960  0.069
N  2.184176  0.224710  -0.050717  -0.365
O  2.592084  -0.114755  -1.157638  0.109
O  2.596234  1.164224  0.631676  0.102
H  2.068375  -2.100228  1.629306  0.077
H  0.154452  -2.085276  1.598919  0.089
H  -1.784071  -1.517892  0.288621  0.104
H  -3.321551  0.199159  -0.394191  0.119
H  -1.829676  2.441258  -1.177481  0.107
H  0.572836  1.846726  -0.845519  0.196

Cartesian forces (eV/Å) of the 6 atoms listed first:
1.1053 0.8161 -0.3700
-2.3478 -1.0953 2.4220
-0.0331 2.2104 -0.8834
0.3510 -1.1921 0.4068
-2.7661 -0.3194 0.5059
0.3088 0.1068 0.8674

Record 2
This record from the OMol25 dataset describes the molecule C5H9N at a distorted geometry. The level of theory is ωB97M-V/def2-TZVPD.

Values from the calculation:
SMILES string   C=CC(=C)NC
HOMO-LUMO gap   9.2 eV

Each line ends with the Löwdin charge.
Cartesian coordinates (Å):
C  -1.807402  -0.872218  -1.396531  -0.009
C  -0.607652  -1.056977  -0.867964  -0.136
C  0.216597  0.081924  -0.298888  -0.406
C  0.285256  1.325014  -0.799877  0.039
N  0.780816  -0.356505  0.883723  -0.065
C  0.996000  0.616974  1.969594  -0.119
H  -2.682432  -1.522268  -1.405769  0.058
H  -2.087142  0.203797  -1.359661  0.062
H  -0.338344  -2.089057  -0.584703  0.101
H  1.148364  1.905542  -0.483472  0.054
H  -0.401863  1.832657  -1.467518  0.056
H  1.442926  -1.134658  1.033787  0.138
H  0.063654  1.150834  2.064344  0.074
H  1.229568  0.208780  2.953963  0.071
H  1.823633  1.368720  1.819984  0.083

Cartesian forces (eV/Å) of the 6 atoms listed first:
-0.9385 2.1680 1.2108
-0.3700 -0.5613 0.5805
-0.7068 -1.7023 -1.5493
0.7476 0.1577 0.6990
2.0108 0.3403 2.6122
0.6610 1.0136 -0.5456

Record 3
This record from the OMol25 dataset describes a structure of composition C11H15BiN4OS. The level of theory is ωB97M-V/def2-TZVPD.

Values from the calculation:
Net charge   +2
HOMO-LUMO gap   7.2 eV

Each line ends with the Löwdin charge.
Cartesian coordinates (Å):
Bi  -0.375870  0.275728  0.508314  1.694
N  -1.609963  -4.062006  0.675285  0.142
C  -0.980354  -2.902533  0.783563  -0.795
S  -1.984153  -1.506827  1.253466  0.563
N  0.305912  -2.848974  0.552255  0.019
N  0.863868  -1.634242  0.715868  -0.213
C  2.080795  -1.518828  1.089948  -0.014
C  2.580561  -0.204948  1.498295  -0.258
C  3.902886  0.013620  1.818079  0.038
C  4.280513  1.270070  2.284504  0.022
C  3.325552  2.263485  2.410864  0.009
C  2.015226  1.977788  2.063139  -0.083
N  1.653632  0.765978  1.633864  -0.090
H  -2.594202  -4.149016  0.867082  0.118
H  -1.085344  -4.892212  0.439727  0.139
H  2.691846  -2.408587  1.203663  0.163
H  4.625114  -0.784800  1.702668  0.140
H  5.312084  1.464875  2.547517  0.139
H  3.579732  3.245885  2.784085  0.134
H  1.236551  2.726283  2.151701  0.130
C  0.095044  0.929205  -3.671404  -0.134
C  1.261359  -0.057978  -3.799510  -0.127
C  1.557944  -0.473782  -2.360148  -0.140
O  0.914295  0.536907  -1.502094  -0.413
C  0.398569  1.611091  -2.356999  -0.187
H  -0.861082  0.405193  -3.624439  0.127
H  0.056682  1.643109  -4.491310  0.135
H  2.126784  0.432349  -4.242029  0.128
H  1.010288  -0.920060  -4.412891  0.130
H  2.621041  -0.477697  -2.131059  0.129
H  1.133383  -1.444860  -2.107024  0.115
H  1.178967  2.364374  -2.460772  0.139
H  -0.467895  2.063674  -1.870573  0.101

Cartesian forces (eV/Å) of the 6 atoms listed first:
0.0726 0.2765 0.0380
0.0069 -0.0090 0.0146
-0.0409 0.1879 -0.0080
-0.0018 -0.2200 -0.1168
0.1308 -0.1604 -0.1679
-0.1696 0.2853 0.1219

Record 4
This record from the OMol25 dataset describes a structure of composition C22H23IN4O4PZn. The level of theory is ωB97M-V/def2-TZVPD.

Values from the calculation:
Net charge   +1
HOMO-LUMO gap   8.4 eV

Each line ends with the Löwdin charge.
Cartesian coordinates (Å):
Zn  -0.274991  -0.097256  0.248678  0.644
N  1.747126  -0.398171  -0.417163  0.009
N  2.426515  -0.188252  0.811697  0.022
C  1.775051  -0.571872  2.019047  -0.707
O  2.462129  -0.814822  2.981766  0.084
O  0.474355  -0.656745  1.952103  -0.177
H  1.919689  -1.328471  -0.797347  0.035
H  2.066866  0.294114  -1.088316  0.079
H  3.401712  -0.456252  0.817355  0.143
O  -2.909618  -1.123403  -0.758846  -0.016
N  -2.279909  0.056375  -0.411541  -0.065
C  -3.100511  1.032431  -0.461265  -0.046
C  -2.913494  2.464712  -0.178513  -0.190
C  -4.104884  3.191537  -0.271908  -0.022
C  -4.146254  4.553704  -0.030997  -0.043
C  -2.982289  5.221067  0.308588  -0.039
C  -1.790771  4.517223  0.398270  -0.058
C  -1.731856  3.149217  0.156648  -0.293
P  -0.109151  2.333188  0.263915  1.101
C  0.771224  2.868220  -1.233324  -0.359
C  2.160011  2.715423  -1.285453  -0.132
C  2.849208  3.012740  -2.450429  -0.064
C  2.160812  3.455199  -3.573791  -0.064
C  0.783543  3.603014  -3.527552  -0.060
C  0.087756  3.311007  -2.361306  -0.071
C  0.759170  3.094363  1.653597  -0.359
C  1.492175  4.274798  1.518823  -0.099
C  2.123759  4.825279  2.621261  -0.061
C  2.031283  4.201466  3.859457  -0.057
C  1.307888  3.027114  3.997305  -0.050
C  0.672116  2.470911  2.897203  -0.082
H  -2.190749  -1.782234  -0.752774  0.055
H  -4.111409  0.760429  -0.756499  0.142
H  -5.018091  2.672070  -0.533256  0.119
H  -5.084458  5.086183  -0.105589  0.118
H  -2.996539  6.284674  0.504583  0.118
H  -0.887195  5.045818  0.671337  0.106
H  2.701288  2.387318  -0.403219  0.106
H  3.926209  2.910144  -2.478879  0.113
H  2.700715  3.689599  -4.481373  0.112
H  0.245821  3.952618  -4.398812  0.113
H  -0.987337  3.440276  -2.333141  0.107
H  1.583503  4.756539  0.552741  0.109
H  2.694019  5.738470  2.514069  0.112
H  2.533532  4.629864  4.716684  0.112
H  1.248696  2.531081  4.956460  0.116
H  0.126362  1.542116  3.006508  0.096
N  0.085604  -3.328808  1.505537  0.236
C  -0.136525  -3.279080  0.203748  -0.626
O  -0.542082  -2.244662  -0.374311  -0.100
C  0.138926  -4.510528  -0.606968  -0.518
I  2.092888  -4.286211  -1.447130  0.897
H  0.068177  -2.456760  2.039623  0.099
H  0.458201  -4.160831  1.931908  0.136
H  -0.553624  -4.581955  -1.437753  0.062
H  0.145402  -5.422888  -0.020353  0.057

Cartesian forces (eV/Å) of the 6 atoms listed first:
-0.0367 0.0768 -0.0766
-0.0356 -0.0295 0.0619
0.0156 0.1022 -0.0180
0.0003 -0.4373 -0.1301
-0.0232 0.1594 0.0279
0.0323 0.1587 0.0913

Record 5
This record from the OMol25 dataset describes a cluster of 2 separate species, C5H7NO2 in total at a distorted geometry. The level of theory is ωB97M-V/def2-TZVPD.

Values from the calculation:
HOMO-LUMO gap (alpha / beta)   7.2 / 7.2 eV

Each line ends with the Löwdin charge.
Cartesian coordinates (Å):
C  2.406750  -0.529033  -1.683907  -0.449
C  2.430012  -0.263237  -0.242696  -0.410
C  -1.182379  0.386376  1.687741  -0.069
C  -1.424487  -0.319830  0.301504  -0.284
C  -0.873100  0.422829  -0.841130  0.101
N  1.312734  -0.141624  -1.005973  0.241
O  2.820908  -0.665003  -2.756681  0.138
O  2.957491  -0.230550  0.811789  0.113
H  -0.192817  0.384475  1.889128  0.022
H  -1.592666  1.439563  1.523915  0.107
H  -1.591850  -0.184406  2.496948  0.067
H  -2.491365  -0.185584  -0.051234  0.140
H  -0.986989  -1.318111  0.355093  0.118
H  -1.016881  -0.162387  -1.830861  0.129
H  -0.575361  1.366521  -0.653636  0.037

Cartesian forces (eV/Å) of the 6 atoms listed first:
0.1822 0.8320 1.2238
0.4119 -0.8059 -0.7039
-3.3769 0.7801 -2.8017
0.1761 1.2543 0.9259
1.9932 -5.8719 -1.7881
-3.7154 0.9971 1.7058

Record 6
This record from the OMol25 dataset describes a cluster of 3 separate species, C5H16O2 in total at a distorted geometry. The level of theory is ωB97M-V/def2-TZVPD.

Values from the calculation:
Net charge   +1
⟨S²⟩   0.75
Spin multiplicity   2
HOMO-LUMO gap (alpha / beta)   10.2 / 3.2 eV

Each line ends with the Löwdin spin population.
Cartesian coordinates (Å):
C  3.075007  0.630457  0.817874  0.150
C  1.885036  0.025078  1.578654  0.219
C  0.989558  1.100723  2.223476  0.215
C  0.206530  0.304023  3.242447  0.198
C  -0.056999  1.675038  1.152917  0.023
H  2.636311  0.912866  -0.167706  0.025
H  3.600545  1.549997  1.115481  0.012
H  3.879733  -0.096831  0.786118  0.017
H  1.250654  -0.637447  0.938362  0.017
H  2.444640  -0.615102  2.278587  0.018
H  1.582035  2.007912  2.397251  0.009
H  -0.512493  1.168959  3.568461  0.073
H  0.835732  -0.155426  3.983851  0.001
H  -0.613480  -0.240896  2.774448  0.014
H  0.065019  2.755401  1.051196  0.000
H  -1.049204  1.641154  1.571309  0.003
H  -0.054572  1.173008  0.181328  0.007
H  -3.245573  0.096024  -6.016274  0.000
H  -3.619784  1.626762  -6.274101  0.000
O  -3.756235  0.717665  -6.535108  0.000
H  -2.618669  -5.085474  -3.993370  0.000
H  -3.498355  -4.996759  -2.943445  0.000
O  -3.425435  -5.557131  -3.731756  0.000

Cartesian forces (eV/Å) of the 6 atoms listed first:
-0.0556 1.3918 -1.3377
1.3488 -1.7563 0.4198
-1.4678 2.2952 -3.3513
-1.2710 1.5545 0.1575
0.2882 0.5437 1.0308
0.4226 -0.3280 0.3209

Record 7
This record from the OMol25 dataset describes a structure of composition C4H7NO2. The level of theory is ωB97M-V/def2-TZVPD.

Values from the calculation:
HOMO-LUMO gap   9.1 eV

Each line ends with the Löwdin charge.
Cartesian coordinates (Å):
C  -0.997588  -1.247436  0.126755  -0.061
C  -0.458448  0.133208  -0.153385  -0.283
C  -1.062693  1.236187  0.599888  -0.294
O  -2.116124  1.154569  1.205422  0.010
C  0.938111  0.346208  -0.493136  -0.487
O  1.016955  1.241394  -1.408586  0.047
N  2.012175  -0.278651  -0.022711  0.222
H  -0.636873  -1.655464  1.082996  0.081
H  -2.084967  -1.181894  0.209229  0.079
H  -0.745748  -1.958394  -0.666548  0.077
H  -0.211350  1.019603  -1.365226  0.228
H  -0.511605  2.201954  0.550730  0.128
H  1.939090  -0.898343  0.768328  0.126
H  2.919066  -0.112939  -0.433753  0.128

Cartesian forces (eV/Å) of the 6 atoms listed first:
-0.0374 -0.0886 -0.0039
-0.0096 -0.1288 0.2827
-0.1277 0.0002 -0.0767
0.3299 0.0232 -0.1453
0.0144 -0.0592 0.0684
-0.1006 -0.0866 0.0678

Record 8
This record from the OMol25 dataset describes a cluster of 5 separate species, C3H17N2O5 in total at a distorted geometry. The level of theory is ωB97M-V/def2-TZVPD.

Values from the calculation:
⟨S²⟩   0.75
Spin multiplicity   2
HOMO-LUMO gap (alpha / beta)   2.7 / 10.4 eV

Each line ends with the Löwdin spin population.
Cartesian coordinates (Å):
N  0.480818  0.825032  0.875377  0.050
C  -0.228657  0.345998  -0.325357  0.092
C  -1.215152  -0.745975  0.090332  0.047
N  -1.993915  -1.239680  -0.889168  0.005
C  -2.084610  -0.727435  -2.261465  0.021
O  -1.192230  -1.200557  1.223484  0.020
H  1.023070  1.662083  0.595161  0.030
H  1.080869  0.042557  1.142810  0.019
H  -0.271665  1.050529  1.554395  0.014
H  -0.753642  1.192823  -0.743818  0.038
H  0.415393  -0.227344  -0.978306  0.016
H  -2.690198  -1.897972  -0.604161  0.001
H  -2.578008  -1.507811  -2.829379  0.001
H  -1.105767  -0.448609  -2.641383  0.007
H  -2.704175  0.169057  -2.284554  0.005
H  -1.945077  2.293398  2.677555  0.028
H  -1.696954  1.130888  3.689297  0.014
O  -1.656226  1.375099  2.757860  0.070
H  2.537519  -1.969085  -0.969679  0.020
H  1.515253  -2.503353  -1.948685  0.013
O  1.810871  -1.681233  -1.537435  0.066
H  2.326352  2.606544  -0.994051  0.079
H  1.480677  3.909517  -0.519147  0.056
O  1.699414  2.982850  -0.354954  0.164
H  3.311306  -1.591831  1.597955  0.027
H  2.090977  -2.293985  2.122290  0.020
O  2.343756  -1.551508  1.555026  0.079

Cartesian forces (eV/Å) of the 6 atoms listed first:
-0.5668 -0.4473 -0.9041
-1.2219 -0.7014 0.3048
0.3923 -0.0076 0.7006
0.0821 0.3903 -0.6641
-0.3173 0.1671 0.9983
-0.1505 0.0227 -0.1430

Values for energy above the lowest of the compared OMol25 structures with the same formula, charge and spin, kJ/mol, ordered as above
454.57 235.02 0.00 9.84 469.80 132.33 263.93 0.00
Values for calculated total energy, eV, ordered as above
-13389.91541 -6818.55916 -36317.39844 -103141.34850 -10878.74815 -9527.76757 -9844.54425 -16601.94627